{
  "formula": "C6H36NO12",
  "method": "the ωB97M-V functional and the def2-TZVPD basis",
  "charge": 1,
  "total_energy_ha": -1207.5658,
  "de_lowest_kj_mol": 123.5,
  "homo_energy_ev": -11.65,
  "lumo_ev": -2.296,
  "mol_weight_g_mol": 314.3,
  "gap_ev": 9.355,
  "elements": ["C", "O", "C", "C", "C", "C", "C", "N", "H", "H", "H", "H", "H", "H", "H", "H", "H", "H", "H", "H", "H", "H", "H", "H", "O", "H", "H", "O", "H", "H", "O", "H", "H", "O", "H", "H", "O", "H", "H", "O", "H", "H", "O", "H", "H", "O", "H", "H", "O", "H", "H", "O", "H", "H", "O"],
  "coordinates": [[2.970, -0.625, 0.351], [2.956, -0.584, -1.038], [1.721, -0.262, 1.230], [0.575, -1.326, 0.806], [-0.086, -1.679, 2.199], [-0.068, -2.967, 2.527], [-0.624, -0.599, 3.097], [1.401, 1.176, 1.054], [3.426, -1.578, 0.700], [3.679, 0.219, 0.633], [2.462, 0.175, -1.378], [2.163, -0.425, 2.218], [0.922, -2.267, 0.414], [0.007, -0.807, 0.050], [0.076, -3.750, 1.731], [-0.401, -3.487, 3.418], [-0.406, -0.875, 4.208], [-1.725, -0.400, 2.922], [-0.258, 0.440, 3.039], [0.854, 1.395, 1.924], [2.173, 1.868, 1.072], [0.933, 1.419, 0.132], [0.101, -5.023, -3.208], [0.245, -3.841, -4.030], [0.263, -4.077, -3.092], [-0.841, 1.304, -0.769], [-0.549, 2.636, -1.419], [-0.649, 2.245, -0.543], [-2.797, -0.008, -1.483], [-2.654, -0.477, -0.068], [-2.199, 0.067, -0.732], [-1.135, -3.747, -1.477], [-2.141, -4.526, -0.576], [-1.711, -4.514, -1.438], [-5.778, -1.118, -2.005], [-5.074, -0.112, -2.928], [-4.947, -0.940, -2.456], [1.269, 1.654, -2.785], [0.447, 0.348, -2.888], [0.911, 0.906, -2.255], [-1.406, 5.159, 3.739], [-1.681, 3.753, 4.187], [-1.041, 4.269, 3.680], [1.614, 3.056, -4.973], [2.155, 3.723, -3.696], [1.816, 2.893, -4.044], [3.873, 2.811, -0.266], [3.633, 2.179, -1.693], [3.241, 2.346, -0.831], [0.654, 3.734, 2.687], [2.155, 3.501, 3.041], [1.466, 3.278, 2.409], [-3.668, -2.454, -1.110], [-4.628, -1.938, -0.095], [-3.694, -2.151, -0.192]],
  "mulliken_charge": [-0.78, -0.51, -0.42, -0.22, 0.91, -1.21, -0.86, 0.20, 0.46, 0.35, 0.27, 0.24, 0.51, 0.03, 0.23, 0.36, 0.29, 0.23, 0.09, 0.39, 0.40, 0.18, 0.31, 0.30, -0.61, 0.32, 0.34, -0.66, 0.19, 0.29, -0.60, 0.35, 0.30, -0.64, 0.31, 0.31, -0.60, 0.33, 0.27, -0.52, 0.30, 0.29, -0.61, 0.27, 0.30, -0.60, 0.27, 0.30, -0.56, 0.29, 0.28, -0.60, 0.35, 0.26, -0.64]
}

{
  "formula": "C6H36O11",
  "method": "the ωB97M-V functional and the def2-TZVPD basis",
  "total_energy_ha": -1077.7541,
  "smiles": "CCCCCC.O.O.O.O.O.O.O.O.O.O.O",
  "de_lowest_kj_mol": 84.2,
  "homo_energy_ev": -10.51,
  "lumo_ev": 0.083,
  "mol_weight_g_mol": 284.3,
  "gap_ev": 10.591,
  "elements": ["C", "C", "C", "C", "C", "C", "H", "H", "H", "H", "H", "H", "H", "H", "H", "H", "H", "H", "H", "H", "H", "H", "O", "H", "H", "O", "H", "H", "O", "H", "H", "O", "H", "H", "O", "H", "H", "O", "H", "H", "O", "H", "H", "O", "H", "H", "O", "H", "H", "O", "H", "H", "O"],
  "coordinates": [[3.693, 0.249, 1.362], [2.388, 1.028, 0.866], [1.400, 1.357, 2.039], [0.231, 0.369, 2.051], [0.119, -0.703, 3.197], [1.466, -1.404, 3.489], [3.776, -0.530, 0.634], [4.684, 0.654, 1.120], [3.665, 0.017, 2.439], [2.712, 1.898, 0.262], [1.848, 0.241, 0.333], [2.061, 1.368, 2.960], [0.837, 2.308, 1.947], [0.133, -0.191, 1.089], [-0.800, 0.901, 2.174], [-0.065, -0.027, 4.050], [-0.735, -1.382, 3.002], [2.320, -0.775, 3.415], [1.501, -2.259, 2.743], [1.566, -1.891, 4.443], [-4.628, 1.034, 1.338], [-3.858, 1.095, 2.588], [-3.747, 0.764, 1.671], [0.003, -3.443, -1.728], [0.510, -4.554, -2.546], [-0.345, -4.080, -2.387], [-3.043, 2.398, 1.309], [-3.242, 3.474, 0.352], [-3.411, 3.298, 1.272], [-0.188, 2.832, 0.592], [-0.822, 3.128, -0.822], [-1.016, 2.947, 0.099], [-3.845, -2.034, 1.176], [-2.905, -0.950, 0.922], [-2.938, -1.932, 0.835], [-2.691, -1.194, -3.005], [-1.543, -2.131, -3.345], [-2.127, -1.424, -3.741], [2.217, 1.435, -4.306], [2.334, 0.526, -3.048], [2.625, 0.619, -3.967], [0.321, -2.482, 0.834], [-1.178, -2.678, 0.768], [-0.407, -2.631, 0.236], [1.362, -1.539, -3.088], [0.905, -1.458, -1.740], [0.492, -1.618, -2.619], [-0.609, 2.237, -2.928], [0.144, 3.499, -3.385], [-0.039, 2.938, -2.615], [-0.157, 0.023, -3.392], [-0.824, 0.121, -4.746], [-0.151, 0.552, -4.201]],
  "mulliken_charge": [-1.28, 0.55, -1.14, 0.62, -0.91, -0.74, 0.32, 0.38, 0.27, 0.47, -0.42, 0.51, 0.33, 0.10, -0.28, 0.44, 0.31, 0.05, 0.16, 0.38, 0.31, 0.33, -0.71, 0.25, 0.31, -0.59, 0.40, 0.30, -0.66, 0.25, 0.29, -0.56, 0.28, 0.35, -0.67, 0.30, 0.32, -0.68, 0.30, 0.28, -0.60, 0.25, 0.26, -0.49, 0.31, 0.32, -0.68, 0.35, 0.28, -0.67, 0.45, 0.27, -0.60]
}

{
  "formula": "C6H36O12",
  "method": "the ωB97M-V functional and the def2-TZVPD basis",
  "total_energy_ha": -1152.9942,
  "smiles": "CCO.CCO.CO.CO.O.O.O.O.O.O.O.O",
  "de_lowest_kj_mol": 322.0,
  "homo_energy_ev": -9.89,
  "lumo_ev": -0.176,
  "mol_weight_g_mol": 300.3,
  "gap_ev": 9.718,
  "elements": ["C", "O", "H", "H", "H", "H", "C", "O", "H", "H", "H", "H", "C", "C", "O", "H", "H", "H", "H", "H", "H", "C", "C", "O", "H", "H", "H", "H", "H", "H", "O", "H", "H", "O", "H", "H", "O", "H", "H", "O", "H", "H", "O", "H", "H", "O", "H", "H", "O", "H", "H", "O", "H", "H"],
  "coordinates": [[-23.113, -6.723, 39.072], [-22.133, -5.733, 39.019], [-22.778, -7.754, 38.965], [-23.577, -6.607, 40.052], [-23.860, -6.524, 38.303], [-22.480, -4.994, 39.524], [-21.904, -5.906, 34.825], [-22.685, -5.101, 33.930], [-21.743, -6.908, 34.429], [-20.951, -5.384, 34.903], [-22.301, -5.952, 35.840], [-22.292, -5.136, 33.055], [-24.576, -3.986, 37.424], [-25.893, -4.204, 38.145], [-25.999, -3.112, 39.007], [-24.385, -4.795, 36.719], [-23.658, -4.025, 38.012], [-24.502, -3.067, 36.841], [-25.736, -5.114, 38.724], [-26.726, -4.243, 37.443], [-26.428, -2.372, 38.572], [-24.441, -7.727, 31.633], [-23.415, -6.804, 30.852], [-22.117, -6.848, 31.493], [-24.711, -7.328, 32.611], [-24.074, -8.738, 31.813], [-25.338, -7.869, 31.030], [-23.729, -5.760, 30.833], [-23.549, -7.111, 29.814], [-21.736, -5.975, 31.378], [-22.902, -9.389, 35.278], [-22.098, -9.299, 34.766], [-23.280, -8.510, 35.287], [-19.069, -6.756, 35.154], [-18.168, -7.077, 35.200], [-19.486, -7.305, 34.490], [-20.847, -4.498, 31.314], [-20.122, -4.560, 31.936], [-20.886, -3.570, 31.083], [-24.374, -2.924, 33.900], [-23.885, -2.122, 33.710], [-23.739, -3.628, 33.767], [-18.858, -4.557, 32.951], [-18.890, -5.130, 33.718], [-17.930, -4.513, 32.723], [-24.896, -6.823, 35.520], [-24.301, -6.081, 35.410], [-25.713, -6.539, 35.109], [-20.424, -7.650, 37.772], [-20.627, -6.890, 38.318], [-19.950, -7.288, 37.024], [-20.467, -9.296, 34.103], [-20.965, -9.444, 33.299], [-19.653, -9.782, 33.974]],
  "mulliken_charge": [-0.34, -0.62, 0.28, 0.37, -0.07, 0.34, 0.08, -0.47, -0.15, 0.47, -0.03, 0.03, -0.23, -0.30, -0.53, 0.02, 0.14, 0.38, 0.19, 0.31, 0.31, -0.86, -0.18, -0.50, 0.08, 0.27, 0.39, 0.26, 0.36, 0.24, -0.64, 0.36, 0.36, -0.69, 0.28, 0.36, -0.71, 0.42, 0.28, -0.62, 0.30, 0.49, -0.66, 0.35, 0.28, -0.56, -0.10, 0.28, -0.61, 0.37, 0.30, -0.69, 0.33, 0.26]
}

{
  "formula": "C6H38O15",
  "method": "the ωB97M-V functional and the def2-TZVPD basis",
  "total_energy_ha": -1379.8618,
  "de_lowest_kj_mol": 423.4,
  "homo_energy_ev": -8.34,
  "lumo_ev": 0.152,
  "mol_weight_g_mol": 350.4,
  "gap_ev": 8.492,
  "elements": ["C", "C", "C", "C", "C", "C", "H", "H", "H", "H", "H", "H", "H", "H", "H", "H", "O", "H", "H", "O", "H", "H", "O", "H", "H", "O", "H", "H", "O", "H", "H", "O", "H", "H", "O", "H", "H", "O", "H", "H", "O", "H", "H", "O", "H", "H", "O", "H", "H", "O", "H", "H", "O", "H", "H", "O", "H", "H", "O"],
  "coordinates": [[0.198, -0.141, 1.841], [0.404, 0.480, 3.007], [-0.967, -0.086, -0.237], [-0.074, 0.526, 0.556], [-1.936, 0.126, -2.563], [-1.350, 0.625, -1.486], [0.017, -1.199, 1.898], [0.314, -0.174, 3.879], [0.756, 1.489, 3.084], [-1.427, -1.039, 0.028], [0.360, 1.496, 0.358], [-1.842, -0.880, -2.943], [-2.358, 0.734, -3.366], [-1.276, 1.707, -1.356], [-2.603, -3.377, -0.074], [-2.293, -3.146, 1.414], [-1.975, -3.615, 0.619], [-0.313, 4.429, 0.375], [-0.399, 3.529, -0.756], [-0.942, 3.771, 0.035], [2.381, 0.053, -1.589], [2.762, 1.366, -0.904], [2.058, 0.692, -0.943], [-0.049, -2.970, 1.548], [0.810, -4.271, 1.508], [0.798, -3.341, 1.267], [-4.940, 0.108, 1.663], [-3.796, 0.991, 1.644], [-4.257, 0.399, 2.307], [4.317, -0.229, 0.670], [4.623, 0.185, 2.062], [4.598, 0.547, 1.166], [-3.943, -1.063, -0.587], [-3.697, -1.574, -2.042], [-3.511, -1.737, -1.116], [-2.779, 2.780, 1.431], [-2.083, 2.056, 0.437], [-2.998, 2.077, 0.791], [2.085, 2.347, -3.550], [1.104, 1.117, -3.732], [1.417, 1.799, -3.129], [0.862, -0.833, -1.166], [0.551, -2.391, -0.747], [1.022, -1.805, -1.350], [-2.735, -0.383, 2.825], [-2.358, -1.400, 3.848], [-2.107, -1.122, 2.956], [1.931, 2.799, -0.818], [1.355, 2.382, -2.056], [1.220, 3.118, -1.412], [4.038, 2.173, 0.393], [2.623, 2.181, 1.018], [3.207, 2.687, 0.435], [3.086, -1.963, 0.567], [2.267, -2.087, 1.796], [3.191, -1.982, 1.533], [0.292, -2.532, -3.982], [1.386, -2.388, -3.042], [1.244, -2.380, -4.013]],
  "mulliken_charge": [-0.64, -1.53, -1.56, 2.53, -1.64, 0.34, 0.18, 0.25, 0.33, 0.42, 0.95, 0.43, 0.29, 0.16, 0.28, 0.31, -0.65, 0.33, 0.25, -0.68, 0.16, 0.26, -0.34, 0.24, 0.25, -0.56, 0.33, 0.41, -0.70, 0.32, 0.30, -0.65, 0.26, 0.29, -0.61, 0.28, 0.22, -0.74, 0.27, 0.29, -0.49, 0.31, 0.28, -0.69, 0.32, 0.24, -0.51, 0.25, 0.58, -0.96, 0.33, 0.41, -0.71, 0.32, 0.34, -0.68, 0.29, 0.38, -0.66]
}

What did the second record say?
{
  "formula": "C6H36O11",
  "method": "the ωB97M-V functional and the def2-TZVPD basis",
  "total_energy_ha": -1077.7541,
  "smiles": "CCCCCC.O.O.O.O.O.O.O.O.O.O.O",
  "de_lowest_kj_mol": 84.2,
  "homo_energy_ev": -10.51,
  "lumo_ev": 0.083,
  "mol_weight_g_mol": 284.3,
  "gap_ev": 10.591,
  "elements": ["C", "C", "C", "C", "C", "C", "H", "H", "H", "H", "H", "H", "H", "H", "H", "H", "H", "H", "H", "H", "H", "H", "O", "H", "H", "O", "H", "H", "O", "H", "H", "O", "H", "H", "O", "H", "H", "O", "H", "H", "O", "H", "H", "O", "H", "H", "O", "H", "H", "O", "H", "H", "O"],
  "coordinates": [[3.693, 0.249, 1.362], [2.388, 1.028, 0.866], [1.400, 1.357, 2.039], [0.231, 0.369, 2.051], [0.119, -0.703, 3.197], [1.466, -1.404, 3.489], [3.776, -0.530, 0.634], [4.684, 0.654, 1.120], [3.665, 0.017, 2.439], [2.712, 1.898, 0.262], [1.848, 0.241, 0.333], [2.061, 1.368, 2.960], [0.837, 2.308, 1.947], [0.133, -0.191, 1.089], [-0.800, 0.901, 2.174], [-0.065, -0.027, 4.050], [-0.735, -1.382, 3.002], [2.320, -0.775, 3.415], [1.501, -2.259, 2.743], [1.566, -1.891, 4.443], [-4.628, 1.034, 1.338], [-3.858, 1.095, 2.588], [-3.747, 0.764, 1.671], [0.003, -3.443, -1.728], [0.510, -4.554, -2.546], [-0.345, -4.080, -2.387], [-3.043, 2.398, 1.309], [-3.242, 3.474, 0.352], [-3.411, 3.298, 1.272], [-0.188, 2.832, 0.592], [-0.822, 3.128, -0.822], [-1.016, 2.947, 0.099], [-3.845, -2.034, 1.176], [-2.905, -0.950, 0.922], [-2.938, -1.932, 0.835], [-2.691, -1.194, -3.005], [-1.543, -2.131, -3.345], [-2.127, -1.424, -3.741], [2.217, 1.435, -4.306], [2.334, 0.526, -3.048], [2.625, 0.619, -3.967], [0.321, -2.482, 0.834], [-1.178, -2.678, 0.768], [-0.407, -2.631, 0.236], [1.362, -1.539, -3.088], [0.905, -1.458, -1.740], [0.492, -1.618, -2.619], [-0.609, 2.237, -2.928], [0.144, 3.499, -3.385], [-0.039, 2.938, -2.615], [-0.157, 0.023, -3.392], [-0.824, 0.121, -4.746], [-0.151, 0.552, -4.201]],
  "mulliken_charge": [-1.28, 0.55, -1.14, 0.62, -0.91, -0.74, 0.32, 0.38, 0.27, 0.47, -0.42, 0.51, 0.33, 0.10, -0.28, 0.44, 0.31, 0.05, 0.16, 0.38, 0.31, 0.33, -0.71, 0.25, 0.31, -0.59, 0.40, 0.30, -0.66, 0.25, 0.29, -0.56, 0.28, 0.35, -0.67, 0.30, 0.32, -0.68, 0.30, 0.28, -0.60, 0.25, 0.26, -0.49, 0.31, 0.32, -0.68, 0.35, 0.28, -0.67, 0.45, 0.27, -0.60]
}